No. 1
This record from the OMol25 dataset describes a cluster of 13 separate species, C5H33NO12 in total at a distorted geometry. The level of theory is ωB97M-V/def2-TZVPD.

Last column: Mulliken charge in e.
Atoms and positions in Å:
C -0.32 3.43 0.18  -1.30
C -0.99 2.32 0.45  0.33
N -1.44 1.93 1.70  -0.09
C -1.34 0.54 2.06  0.20
C 0.18 -0.50 3.68  -1.62
C -0.16 0.48 2.93  0.20
H 0.28 4.05 0.87  0.17
H -0.34 3.86 -0.80  0.46
H -1.13 1.57 -0.36  0.20
H -1.94 2.56 2.31  0.17
H -1.42 -0.16 1.17  -0.24
H -2.37 0.02 2.49  0.29
H 0.93 -0.38 4.43  0.52
H -0.35 -1.40 3.84  0.38
H 0.42 1.43 3.01  0.24
H -4.52 1.41 -0.73  0.30
H -3.29 1.43 0.17  0.35
O -3.72 0.87 -0.52  -0.63
H -0.32 -3.44 -0.19  0.29
H -0.19 -4.94 -0.43  0.27
O 0.24 -4.10 -0.34  -0.57
H 3.88 1.04 -2.45  0.30
H 2.51 0.73 -1.92  0.43
O 3.39 0.49 -1.84  -0.60
H 2.25 2.17 -0.28  0.35
H 3.13 2.49 0.83  0.20
O 2.30 2.46 0.46  -0.44
H -2.28 -1.62 -3.07  0.31
H -2.13 -3.18 -2.98  0.26
O -2.23 -2.39 -2.53  -0.51
H -0.24 0.70 -2.37  0.30
H 1.02 -0.18 -2.13  0.20
O 0.67 0.72 -1.98  -0.61
H 2.81 -2.30 2.24  0.49
H 1.88 -1.64 3.32  0.35
O 2.53 -2.27 3.11  -0.69
H -2.63 -2.65 1.58  0.29
H -2.87 -1.95 0.25  0.29
O -3.19 -2.60 0.86  -0.60
H -2.73 0.08 -2.46  0.26
H -2.90 1.71 -2.25  0.35
O -2.63 1.04 -2.90  -0.64
H 1.64 -3.24 -1.66  0.27
H 1.78 -2.36 -0.48  0.48
O 1.69 -2.29 -1.38  -0.60
H 1.50 2.42 -3.30  0.32
H 1.26 3.00 -1.82  0.17
O 1.86 2.62 -2.40  -0.65
H 3.10 -0.90 1.21  0.30
H 3.25 -1.35 -0.26  0.29
O 3.17 -1.70 0.66  -0.82

## Properties
electronic energy = -31774.6890 eV
total charge = 0
gap between HOMO and LUMO = 0.311 Eh
relative energy (zero: lowest compared OMol25 entry of this formula, charge and spin) = 204.1 kcal per mole

No. 2
This record from the OMol25 dataset describes the ion C9H12N3O with charge +1 at a distorted geometry. The level of theory is ωB97M-V/def2-TZVPD.

Last column: Mulliken charge in e.
Atoms and positions in Å:
C -0.84 3.64 -0.90  -0.40
C -1.74 3.32 0.13  -0.53
C 0.12 2.73 -1.32  -0.76
C -1.63 2.06 0.77  -0.32
C 0.05 1.43 -0.91  -0.47
C -0.75 1.17 0.26  0.64
C -0.58 -1.04 -0.13  0.74
C 0.38 -2.17 -0.04  -0.04
C 1.29 -2.16 1.15  -0.41
N -0.77 -0.14 0.80  -0.14
N 0.15 -2.94 -1.02  -0.09
N 2.41 -2.96 0.95  -0.48
O -1.16 -0.91 -1.30  -0.64
H -0.78 4.56 -1.38  0.43
H -2.59 3.97 0.41  0.35
H 0.62 3.06 -2.19  0.37
H -2.17 1.72 1.76  0.22
H 0.58 -2.80 1.72  0.30
H 1.29 -1.11 1.45  0.36
H -0.69 -0.23 1.76  0.32
H -0.58 -2.43 -1.56  0.36
H 0.67 -3.72 -1.24  0.22
H 2.90 -3.34 1.67  0.20
H 3.08 -2.52 0.29  0.24
H 0.74 0.83 -1.12  0.54

## Properties
electronic energy = -16035.9913 eV
total charge = +1
gap between HOMO and LUMO = 0.246 Eh
relative energy (zero: lowest compared OMol25 entry of this formula, charge and spin) = 84.2 kcal per mole

No. 3
This record from the OMol25 dataset describes a structure of composition C26H41NPSSe2Si4TeV. The level of theory is ωB97M-V/def2-TZVPD.

Last column: Löwdin spin population.
Atoms and positions in Å:
V -1.07 -0.06 0.70  2.11
Se -2.90 -1.83 0.12  0.01
P -2.64 -2.32 2.22  0.01
Se -0.98 -1.11 2.97  -0.03
C -2.33 -4.08 2.45  0.00
C -3.38 -4.96 2.68  0.00
C -3.13 -6.32 2.78  0.00
C -1.84 -6.80 2.65  0.00
C -0.79 -5.93 2.41  0.00
C -1.03 -4.57 2.31  0.00
C -4.11 -1.96 3.21  0.00
C -5.26 -1.44 2.64  0.00
C -6.35 -1.14 3.45  0.00
C -6.29 -1.37 4.81  0.00
C -5.14 -1.89 5.38  0.00
C -4.05 -2.19 4.59  0.00
H -4.39 -4.59 2.78  0.00
H -3.95 -7.01 2.96  0.00
H -1.65 -7.87 2.73  0.00
H 0.22 -6.30 2.30  0.00
H -0.21 -3.88 2.12  0.00
H -5.30 -1.27 1.57  0.00
H -7.25 -0.73 3.00  0.00
H -7.14 -1.13 5.44  0.00
H -5.09 -2.07 6.45  0.00
H -3.14 -2.59 5.03  0.00
S 0.17 1.89 1.55  0.00
C -1.39 2.54 1.20  0.01
C -1.83 3.85 1.43  0.00
C -3.11 4.19 1.04  0.01
C -3.95 3.24 0.45  0.00
C -3.46 1.97 0.27  0.00
N -2.22 1.64 0.63  -0.01
H -1.17 4.56 1.89  0.00
H -3.46 5.20 1.20  0.00
H -4.95 3.49 0.14  0.00
H -4.05 1.18 -0.18  0.00
C 2.14 -0.96 -4.83  0.00
Si 3.33 -0.41 -3.49  0.00
C 4.02 -1.96 -2.68  0.00
C 4.72 0.56 -4.31  0.00
Si 2.22 0.88 -1.86  0.00
Te 0.31 -0.70 -1.37  -0.11
Si 3.67 1.26 -0.04  0.00
C 3.53 3.00 0.67  0.00
C 3.36 -0.04 1.27  0.00
C 5.45 1.12 -0.64  0.00
Si 1.37 2.83 -2.83  0.00
C 2.78 4.06 -3.09  0.00
C 0.60 2.45 -4.50  0.00
C 0.07 3.62 -1.72  0.00
H 2.66 -1.60 -5.54  0.00
H 1.72 -0.12 -5.38  0.00
H 1.31 -1.53 -4.41  0.00
H 4.49 -2.60 -3.43  0.00
H 3.20 -2.53 -2.22  0.00
H 4.76 -1.74 -1.91  0.00
H 5.22 -0.06 -5.05  0.00
H 5.47 0.90 -3.59  0.00
H 4.33 1.44 -4.82  0.00
H 2.51 3.27 0.94  0.00
H 3.91 3.73 -0.05  0.00
H 4.15 3.06 1.57  0.00
H 2.33 -0.01 1.64  0.00
H 4.04 0.09 2.12  0.00
H 3.53 -1.04 0.86  0.00
H 5.67 1.88 -1.39  0.00
H 5.67 0.14 -1.07  0.00
H 6.13 1.28 0.20  0.00
H 3.60 3.61 -3.66  0.00
H 3.18 4.40 -2.14  0.00
H 2.42 4.93 -3.64  0.00
H 1.36 2.15 -5.22  0.00
H 0.09 3.33 -4.89  0.00
H -0.14 1.64 -4.42  0.00
H 0.50 3.87 -0.75  0.00
H -0.75 2.92 -1.55  0.00
H -0.33 4.53 -2.17  0.00

## Properties
<S²> = 2.0590
electronic energy = -244432.7361 eV
total charge = 0
gap between HOMO and LUMO (alpha / beta) = 0.246 / 0.272 Eh
relative energy (zero: lowest compared OMol25 entry of this formula, charge and spin) = 0.0 kcal per mole
2S+1 = 3

No. 4
This record from the OMol25 dataset describes a structure of composition C28H41N3NbO19 at a distorted geometry. The level of theory is ωB97M-V/def2-TZVPD.

Last column: Mulliken charge in e.
Atoms and positions in Å:
N 1.77 2.21 -2.98  -0.70
C 1.18 1.69 -1.69  -0.30
C 0.52 2.93 -0.89  0.88
C 0.95 2.90 0.66  0.63
C -0.39 3.05 1.56  -1.29
Nb -1.66 1.17 1.74  -1.06
N -2.85 -0.66 1.70  -0.68
C -3.68 -0.71 2.71  0.89
O -4.25 -1.03 3.79  -0.61
C 0.09 -0.04 2.69  0.53
C 1.05 0.77 3.56  -0.01
C 2.28 0.08 4.20  0.06
C 2.30 -1.43 3.86  -0.61
C 1.19 -2.02 3.00  -0.30
N 0.07 -1.42 2.35  -0.33
H 2.79 2.19 -2.83  0.22
H 1.60 1.46 -3.68  0.26
H 0.45 0.83 -1.86  0.30
H 2.05 1.28 -1.05  0.22
H -0.62 2.81 -0.92  -1.11
H 0.73 3.94 -1.41  0.32
H 1.59 3.85 0.84  -0.07
H 1.61 2.02 0.95  -0.03
H -1.04 3.86 1.03  0.52
H -0.15 3.49 2.60  0.14
H -1.10 0.73 0.04  0.31
H -3.07 2.14 1.13  0.02
H -2.17 1.55 3.45  -0.03
H 0.87 1.88 3.73  0.00
H 3.03 0.66 4.84  0.20
H 3.13 -2.10 4.26  0.31
H 1.26 -3.16 2.83  0.32
C -1.00 -4.33 4.75  -0.26
C -2.00 -5.32 5.27  -0.28
O -1.46 -6.57 4.87  -0.33
C -0.12 -6.39 4.70  0.64
O 0.67 -7.28 4.53  -0.56
O 0.21 -5.07 4.76  -0.28
H -0.92 -3.45 5.38  0.28
H -1.22 -4.02 3.73  0.23
H -2.08 -5.30 6.37  0.25
H -2.99 -5.17 4.85  0.29
C 3.31 4.73 6.06  -0.17
C 2.31 3.75 6.59  -0.40
O 2.84 2.50 6.18  -0.29
C 4.18 2.67 6.01  0.73
O 4.96 1.77 5.83  -0.57
O 4.52 3.98 6.07  -0.35
H 3.40 5.62 6.69  0.33
H 3.10 5.04 5.03  0.15
H 2.24 3.77 7.68  0.26
H 1.32 3.91 6.16  0.32
C -3.57 1.52 -3.45  -0.03
C -3.29 2.83 -4.11  -0.28
O -3.16 3.72 -3.01  -0.40
C -2.82 2.97 -1.93  0.64
O -2.47 3.42 -0.87  -0.40
O -2.92 1.64 -2.19  -0.23
H -3.17 0.67 -4.01  -0.04
H -4.64 1.36 -3.28  0.33
H -2.35 2.82 -4.67  0.27
H -4.09 3.15 -4.78  0.27
C 6.51 3.01 2.37  -0.40
C 6.00 2.49 1.06  -0.37
O 4.60 2.37 1.29  -0.25
C 4.29 3.23 2.29  0.63
O 3.17 3.50 2.62  -0.45
O 5.40 3.75 2.88  -0.33
H 7.38 3.66 2.25  0.30
H 6.76 2.22 3.08  0.26
H 6.17 3.18 0.24  0.28
H 6.44 1.52 0.81  0.29
C -1.60 -1.98 -7.40  -0.04
C -1.17 -2.59 -6.11  -0.07
O -0.90 -1.45 -5.30  -0.29
C -1.62 -0.42 -5.80  0.52
O -1.75 0.64 -5.26  -0.56
O -2.18 -0.74 -7.00  -0.34
H -2.34 -2.60 -7.92  -0.03
H -0.77 -1.78 -8.08  0.30
H -1.96 -3.18 -5.64  0.13
H -0.28 -3.21 -6.22  0.30
C -3.99 -5.24 -6.43  -0.36
C -4.59 -6.35 -7.24  -0.37
O -4.50 -5.87 -8.57  -0.33
C -3.49 -4.95 -8.59  0.60
O -3.04 -4.47 -9.59  -0.53
O -3.06 -4.65 -7.33  -0.23
H -3.48 -5.61 -5.54  0.33
H -4.72 -4.49 -6.14  0.30
H -4.02 -7.28 -7.16  0.26
H -5.63 -6.55 -6.97  0.31

## Properties
electronic energy = -74615.5327 eV
total charge = -1
gap between HOMO and LUMO = 0.220 Eh

No. 5
This record from the OMol25 dataset describes a cluster of 10 separate species, C10H36N18O12 in total at a distorted geometry. The level of theory is ωB97M-V/def2-TZVPD.

Last column: Mulliken charge in e.
Atoms and positions in Å:
C -21.34 -8.06 18.43  0.87
O -22.18 -8.51 17.56  -0.28
O -21.03 -8.82 19.45  -0.37
O -20.83 -6.92 18.26  -0.05
C -22.99 -3.68 18.48  0.50
O -21.99 -3.10 18.08  -0.66
N -24.23 -3.11 18.38  -0.42
N -23.03 -5.00 18.75  0.16
H -24.27 -2.17 18.05  0.22
H -25.00 -3.52 18.88  0.16
H -22.17 -5.53 18.65  -0.34
H -23.90 -5.40 19.04  0.22
C -24.25 -10.40 15.73  0.33
O -25.04 -11.04 15.02  -0.77
N -23.10 -9.77 15.30  -0.31
N -24.50 -10.25 17.02  -0.22
H -22.65 -9.33 16.11  0.44
H -22.59 -9.94 14.46  0.20
H -25.28 -10.73 17.44  0.19
H -23.86 -9.66 17.54  0.10
C -22.69 -12.31 19.36  0.42
O -23.23 -13.32 19.81  -0.75
N -22.77 -11.14 20.00  -0.14
N -21.96 -12.16 18.21  -0.20
H -22.23 -10.33 19.72  -0.21
H -23.24 -11.27 20.89  0.23
H -21.73 -11.23 17.90  0.09
H -21.49 -12.98 17.85  0.23
C -24.27 -8.00 21.13  0.35
O -25.10 -7.96 22.03  -0.76
N -24.50 -7.81 19.79  -0.06
N -22.96 -8.29 21.37  0.15
H -23.73 -8.01 19.17  -0.35
H -25.39 -7.48 19.48  0.21
H -22.64 -8.56 22.28  0.26
H -22.29 -8.46 20.61  -0.89
C -19.61 -4.76 20.92  0.45
O -19.15 -3.82 21.55  -0.75
N -20.63 -5.57 21.25  -0.16
N -19.12 -5.15 19.69  -0.27
H -21.07 -5.22 22.09  0.17
H -20.98 -6.31 20.66  -0.04
H -19.64 -5.91 19.27  0.10
H -18.51 -4.52 19.20  0.19
C -20.31 -5.54 14.86  0.45
O -20.19 -5.19 13.68  -0.76
N -19.75 -4.95 15.95  -0.21
N -21.01 -6.62 15.27  -0.25
H -19.07 -4.21 15.93  0.18
H -20.13 -5.31 16.80  0.04
H -21.03 -6.91 16.23  0.10
H -21.57 -7.04 14.54  0.17
C -25.28 -5.69 15.06  0.48
O -26.02 -6.56 14.60  -0.69
N -25.31 -4.34 14.86  -0.38
N -24.14 -5.95 15.75  -0.12
H -24.60 -3.78 15.29  0.20
H -25.96 -3.94 14.20  0.20
H -23.33 -5.35 15.80  0.15
H -23.98 -6.95 15.81  0.04
C -20.18 -9.63 23.09  0.29
O -19.98 -9.87 24.28  -0.75
N -20.76 -10.58 22.31  -0.20
N -19.79 -8.50 22.42  -0.14
H -21.04 -11.43 22.77  0.21
H -21.18 -10.32 21.43  0.28
H -19.87 -8.60 21.42  0.26
H -19.01 -8.07 22.90  0.25
C -17.95 -10.36 18.58  0.36
O -16.89 -10.96 18.40  -0.75
N -19.18 -10.91 18.80  -0.17
N -18.01 -9.01 18.62  -0.25
H -19.90 -10.25 19.06  0.37
H -19.29 -11.90 18.71  0.18
H -18.95 -8.66 18.69  0.10
H -17.17 -8.48 18.55  0.18

## Properties
electronic energy = -62360.4628 eV
total charge = -2
gap between HOMO and LUMO = 0.322 Eh
relative energy (zero: lowest compared OMol25 entry of this formula, charge and spin) = 23.0 kcal per mole

No. 6
This record from the OMol25 dataset describes the molecule C2H3N3O at a distorted geometry. The level of theory is ωB97M-V/def2-TZVPD.

Last column: Mulliken charge in e.
Atoms and positions in Å:
O 2.29 -0.09 0.03  -0.47
C 0.95 -0.13 0.26  0.38
N 0.26 0.92 0.45  -0.36
N -1.03 0.76 0.14  -0.15
C -1.17 -0.89 -0.21  0.07
N -0.01 -1.40 -0.24  -0.43
H 2.45 0.55 -0.69  0.34
H -1.53 1.48 0.71  0.27
H -2.20 -1.20 -0.44  0.34

## Properties
electronic energy = -8637.5397 eV
total charge = 0
gap between HOMO and LUMO = 0.365 Eh
relative energy (zero: lowest compared OMol25 entry of this formula, charge and spin) = 68.1 kcal per mole

No. 7
This record from the OMol25 dataset describes the ion C6H9N2S with charge +1 at a distorted geometry. The level of theory is ωB97M-V/def2-TZVPD.

Last column: Mulliken charge in e.
Atoms and positions in Å:
C -2.12 1.58 -0.30  -0.57
C -1.02 1.18 -0.98  -0.23
C -1.18 -0.09 0.77  -0.19
C 2.03 0.34 0.58  -0.46
C 1.08 -1.81 -0.32  -1.42
C 0.96 -0.27 -0.45  0.33
N -2.21 0.75 0.83  -0.04
N -0.38 0.20 -0.25  0.17
S 3.58 0.66 0.14  -0.11
H -2.83 2.26 -0.45  0.50
H -0.62 1.53 -1.91  0.44
H -1.05 -0.77 1.51  0.51
H 1.94 0.57 1.67  0.28
H 1.38 -2.27 0.72  0.32
H 1.86 -2.31 -1.00  0.36
H 0.19 -2.19 -0.50  0.52
H 1.43 -0.16 -1.47  0.34
H -3.04 0.81 1.41  0.24

## Properties
electronic energy = -20174.8256 eV
total charge = +1
gap between HOMO and LUMO = 0.308 Eh
relative energy (zero: lowest compared OMol25 entry of this formula, charge and spin) = 31.3 kcal per mole

No. 8
This record from the OMol25 dataset describes a structure of composition C16H28NPS2Yb at a distorted geometry. The level of theory is ωB97M-V/def2-TZVPD.

Last column: Löwdin spin population.
Atoms and positions in Å:
Yb 0.09 0.35 -0.20  1.00
C 4.22 -0.02 -2.53  0.00
C 2.77 0.02 -2.10  0.00
S 2.56 0.51 -0.44  0.00
C 1.76 -0.28 -2.99  0.00
C 2.03 -0.58 -4.44  0.00
S 0.05 -0.37 -2.61  0.00
H 4.86 0.13 -1.67  0.00
H 4.43 0.76 -3.27  0.00
H 4.46 -0.98 -2.98  0.00
H 3.09 -0.64 -4.66  0.00
H 1.60 0.21 -5.05  0.00
H 1.55 -1.51 -4.72  0.00
C -2.33 -3.41 3.12  0.00
C -2.36 -2.25 2.13  0.00
P -0.71 -1.62 1.60  0.00
C 0.13 -3.17 1.04  0.00
C 1.39 -2.94 0.21  0.00
C 0.11 -1.22 3.21  0.00
C 1.31 -0.29 3.03  0.00
H -3.35 -3.70 3.36  0.00
H -1.84 -3.12 4.06  0.00
H -1.82 -4.28 2.72  0.00
H -2.90 -1.40 2.54  0.00
H -2.88 -2.55 1.21  0.00
H -0.60 -3.73 0.45  0.00
H 0.37 -3.78 1.92  0.00
H 1.16 -2.40 -0.72  0.00
H 1.83 -3.89 -0.08  0.00
H 2.15 -2.38 0.76  0.00
H 0.41 -2.14 3.70  0.00
H -0.64 -0.74 3.84  0.00
H 2.10 -0.75 2.44  0.00
H 1.74 -0.03 4.00  0.00
H 1.02 0.65 2.55  0.00
N -0.37 2.74 0.77  0.00
C -1.38 3.29 -0.12  0.00
C -1.33 2.96 -1.46  0.00
C -2.27 3.46 -2.35  0.00
C -3.28 4.29 -1.88  0.00
C -3.34 4.61 -0.53  0.00
C -2.39 4.11 0.35  0.00
H -0.63 2.93 1.73  0.00
H 0.50 3.26 0.62  0.00
H -0.51 2.34 -1.84  0.00
H -2.22 3.20 -3.39  0.00
H -4.01 4.69 -2.56  0.00
H -4.12 5.26 -0.16  0.00
H -2.44 4.38 1.40  0.00

## Properties
<S²> = 0.7510
electronic energy = -81021.1907 eV
total charge = +1
gap between HOMO and LUMO (alpha / beta) = 0.244 / 0.225 Eh
relative energy (zero: lowest compared OMol25 entry of this formula, charge and spin) = 0.2 kcal per mole
2S+1 = 2